[1]
# C26H56F3N7O5P3

3 unconnected molecules or ions with the total composition C26H56F3N7O5P3 in a non-equilibrium geometry (ωB97M-V/def2-TZVPD, the OMol25 dataset).

Geometry as ORCA input:
```
! RIJCOSX wB97M-V def2-TZVPD def2/J DEFGRID3
* xyz 1 1
C -0.9504 0.3694 -2.3014
C -0.8973 -1.0871 -1.8236
C -2.0956 -1.5938 -1.3173
C -2.1722 -2.9108 -0.8895
C -1.0544 -3.7253 -0.9856
C 0.1370 -3.2153 -1.4660
C 0.2529 -1.8903 -1.8831
C 1.5952 -1.3737 -2.3673
C 2.3965 -0.7741 -1.1945
P 4.0666 -0.2732 -1.8721
O 4.9134 0.2730 -0.7846
C 1.8021 0.5299 -0.6423
N 0.8391 0.3122 0.4763
C 1.2563 -0.8054 1.4159
C 2.6641 -1.2760 1.0982
C 3.0724 -2.3983 2.0320
O 2.0590 -3.4252 2.0259
C 1.4662 -3.6476 3.2112
F 1.1479 -2.5155 3.8707
F 0.3238 -4.2940 2.9702
F 2.1903 -4.4066 4.0297
O 2.6424 -1.7697 -0.2297
H -0.0522 0.5787 -2.8783
H -1.0596 1.0423 -1.4485
H -1.7847 0.5010 -2.9891
H -2.9549 -0.9333 -1.2637
H -3.1191 -3.2595 -0.4973
H -1.1405 -4.7509 -0.6509
H 0.9952 -3.8760 -1.5183
H 1.5132 -0.6770 -3.1999
H 2.1652 -2.2523 -2.6836
H 4.6411 -1.4496 -2.3924
H 3.8267 0.7081 -2.8629
H 2.6358 1.1040 -0.2222
H 1.3963 1.1365 -1.4447
H -0.1195 0.1439 0.1627
H 0.8418 1.1630 1.0383
H 1.1305 -0.4764 2.4449
H 0.5559 -1.6231 1.2440
H 3.3890 -0.4640 1.2433
H 3.3558 -2.0554 3.0250
H 3.9630 -2.8512 1.5931
O 4.3408 1.3895 2.8383
P 4.6837 2.5849 3.6982
N 6.1486 3.0408 2.9384
C 7.5153 3.0475 3.4104
C 6.0084 3.5859 1.5985
N 4.7739 1.7257 5.1935
C 5.8503 1.7718 6.1764
C 4.1257 0.4129 5.2346
N 4.4921 4.0813 4.4652
C 5.5230 4.9432 5.0124
C 3.1675 4.2743 5.0717
H 7.9265 4.0660 3.4150
H 8.1573 2.4393 2.7638
H 7.6257 2.6607 4.4178
H 5.6894 4.6386 1.6238
H 5.2711 3.0219 1.0214
H 6.9473 3.5297 1.0485
H 6.8378 1.6078 5.7433
H 5.7215 0.9863 6.9199
H 5.8373 2.6975 6.7555
H 4.7767 -0.3752 4.8320
H 3.1964 0.4138 4.6708
H 3.8647 0.1544 6.2622
H 6.3274 4.4095 5.5151
H 5.0867 5.6191 5.7465
H 5.9674 5.5751 4.2387
H 3.1061 3.8187 6.0663
H 2.3949 3.8212 4.4469
H 2.9192 5.3330 5.1513
O -5.1627 0.2561 -2.9160
P -6.5155 -0.1680 -3.4612
N -6.7560 -1.5378 -2.4455
C -6.7403 -2.9537 -2.7273
C -7.1064 -1.2359 -1.0686
N -5.8820 -0.4119 -5.0641
C -5.9871 -1.6082 -5.8878
C -4.6440 0.2985 -5.3917
N -8.0927 -0.2284 -4.0975
C -8.8973 -1.3960 -4.4011
C -8.4635 0.9662 -4.8689
H -7.7178 -3.4108 -2.5204
H -6.0007 -3.4721 -2.1040
H -6.4987 -3.1851 -3.7596
H -8.1694 -0.9729 -0.9703
H -6.5165 -0.3970 -0.6893
H -6.9075 -2.0852 -0.4135
H -5.6824 -2.5198 -5.3684
H -5.3323 -1.5322 -6.7553
H -6.9852 -1.7292 -6.3135
H -3.7565 -0.2474 -5.0416
H -4.6304 1.2917 -4.9540
H -4.5638 0.4332 -6.4726
H -8.3373 -2.2227 -4.8323
H -9.6724 -1.1322 -5.1195
H -9.4166 -1.7665 -3.5124
H -8.1027 0.9093 -5.9017
H -8.0353 1.8604 -4.4128
H -9.5443 1.1110 -4.8780
*
```

As for the orbital gap: 7.169 eV. For the highest occupied orbital energy, the calculation gives -9.786 eV. As for the energy: -84548.294 eV.

Mulliken atomic charge list, values in e, 99 entries: -1.457 0.542 -0.816 -0.655 -0.923 -0.493 1.150 -1.899 1.469 0.149 -0.519 -1.957 0.300 -1.118 0.938 -1.197 -0.311 0.880 -0.243 -0.262 -0.267 -0.298 0.212 0.354 0.406 0.576 0.528 0.437 0.356 0.515 0.718 0.111 0.113 0.702 0.433 0.185 0.527 0.365 0.343 0.218 0.391 0.473 -0.626 0.464 0.275 -0.975 -0.845 0.173 -1.041 -1.027 0.054 -0.999 -1.082 0.371 0.318 0.250 0.276 0.017 0.414 0.261 0.418 0.270 0.335 0.141 0.508 0.356 0.410 0.242 0.347 0.271 0.433 -0.743 0.808 0.324 -0.940 -1.241 0.167 -1.028 -1.113 -0.041 -0.979 -1.114 0.369 0.205 0.270 0.285 0.326 0.421 0.224 0.409 0.274 0.318 0.295 0.424 0.366 0.394 0.238 0.343 0.327


[2]
# C26H57BClN2O13

7 unconnected molecules or ions with the total composition C26H57BClN2O13 in a non-equilibrium geometry (ωB97M-V/def2-TZVPD, the OMol25 dataset).

Geometry as ORCA input:
```
! RIJCOSX wB97M-V def2-TZVPD def2/J DEFGRID3
* xyz 1 1
C -5.5151 -0.1942 0.0224
N -5.3772 -1.2024 -1.0697
C -6.6472 -1.8918 -1.4169
B -4.2782 -2.1252 -0.8607
O -3.0576 -1.8939 -1.5166
N -4.3204 -3.4050 -0.0053
Cl -4.5549 -3.1527 1.6974
H -4.8261 -0.4051 0.8606
H -6.5485 -0.1109 0.3897
H -5.1975 0.7855 -0.3802
H -6.9658 -1.5260 -2.4084
H -7.4508 -1.7621 -0.6771
H -6.4630 -2.9834 -1.5420
H -3.3031 -1.8860 -2.4490
H -5.0607 -4.0383 -0.3299
H -3.4220 -3.8970 -0.1067
O 3.8089 -1.2531 -3.1639
C 2.9391 -1.9936 -2.7979
O 1.6587 -1.6533 -3.0254
C 0.5324 -2.5040 -2.8059
C 0.0713 -2.4294 -1.3678
C 3.2490 -3.2430 -2.0195
H 0.7349 -3.5250 -3.1341
H -0.2540 -2.1209 -3.4580
H 0.8343 -2.7880 -0.6804
H -0.8302 -3.0243 -1.2234
H -0.1419 -1.3972 -1.0916
H 3.3726 -2.9854 -0.9674
H 4.1809 -3.6588 -2.3975
H 2.4969 -4.0228 -2.1175
O 1.2051 4.4566 -5.5348
C 1.4149 3.8253 -4.5358
O 1.0892 2.5233 -4.5100
C 1.4374 1.6180 -3.4560
C 0.4264 1.6820 -2.3289
C 1.9524 4.4831 -3.2944
H 2.4591 1.7833 -3.1118
H 1.4189 0.6254 -3.8996
H 0.4009 2.6693 -1.8639
H 0.6641 0.9438 -1.5604
H -0.5791 1.4840 -2.7081
H 1.1272 4.9392 -2.7474
H 2.6537 5.2592 -3.5948
H 2.4964 3.8081 -2.6379
O 0.7066 -1.7078 1.4821
C -0.0742 -1.2024 2.2457
O 0.2887 -1.0251 3.5161
C -0.4685 -0.2768 4.4835
C -1.5352 -1.1329 5.1304
C -1.4686 -0.8505 1.8001
H -0.8725 0.6357 4.0399
H 0.2485 0.0363 5.2412
H -2.2687 -1.4854 4.4003
H -2.0594 -0.5718 5.9038
H -1.0857 -2.0168 5.5838
H -2.0911 -1.7422 1.8539
H -1.4225 -0.5084 0.7659
H -1.9285 -0.0473 2.3718
O 0.6181 -0.6342 8.2921
C 1.7404 -0.5415 7.8691
O 1.9537 -0.7106 6.5580
C 3.2059 -0.4430 5.8977
C 4.1370 -1.6378 5.9945
C 2.9086 -0.3194 8.7898
H 3.6589 0.4774 6.2692
H 2.9587 -0.2656 4.8553
H 4.3973 -1.8651 7.0301
H 5.0530 -1.4568 5.4411
H 3.6515 -2.5270 5.5878
H 3.2226 -1.2774 9.2026
H 2.5861 0.3307 9.6010
H 3.7569 0.1692 8.3161
O 4.8406 -0.2070 3.5640
C 4.5816 0.0600 2.4213
O 5.1429 1.1300 1.8462
C 5.0363 1.4203 0.4484
C 3.7576 2.1693 0.1379
C 3.5596 -0.7459 1.6741
H 5.1445 0.5130 -0.1483
H 5.8926 2.0504 0.2114
H 2.8738 1.5753 0.3781
H 3.7180 2.4360 -0.9188
H 3.6990 3.0821 0.7328
H 2.5709 -0.3799 1.9364
H 3.6454 -1.7857 1.9833
H 3.6823 -0.7321 0.5921
O -4.7230 0.8685 -4.0618
C -4.0880 1.5572 -4.8222
O -3.0079 2.1992 -4.3682
C -2.0633 2.8871 -5.2121
C -2.5143 4.2992 -5.5177
C -4.5315 1.7658 -6.2439
H -1.8539 2.3102 -6.1140
H -1.1368 2.9189 -4.6460
H -3.4535 4.3126 -6.0732
H -1.7580 4.8223 -6.1032
H -2.6857 4.8507 -4.5918
H -5.2797 2.5573 -6.2701
H -4.9780 0.8405 -6.6035
H -3.7210 2.0077 -6.9273
*
```

As for the orbital gap: 6.394 eV. For the highest occupied orbital energy, the calculation gives -11.574 eV. For the relative energy (zero: lowest compared OMol25 entry of this formula, charge and spin), the calculation gives 54.8 kJ/mol. As for the energy: -70676.814 eV.

Mulliken atomic charge list, values in e, 99 entries: -0.843 0.148 -1.034 -0.058 0.020 -0.114 0.072 0.309 0.336 0.221 0.255 0.380 0.310 0.242 0.380 0.373 -0.566 0.856 -0.322 -0.758 0.004 -0.934 0.372 0.336 0.379 0.018 -0.168 0.096 0.369 0.348 -0.587 0.984 -0.402 -0.288 -0.425 -0.817 0.220 0.163 0.372 -0.091 0.241 0.258 0.378 0.082 -0.456 0.398 -0.258 -0.212 -1.051 -0.579 0.357 0.173 0.228 0.410 0.289 0.037 0.239 0.466 -0.577 0.807 -0.248 0.033 -1.090 -1.093 0.370 -0.131 0.356 0.383 0.254 0.272 0.331 0.341 -0.504 0.443 -0.379 -0.618 -0.314 -0.316 0.334 0.383 0.016 0.018 0.374 -0.016 0.504 -0.019 -0.629 0.758 -0.348 0.456 -1.141 -1.011 0.350 -0.526 0.347 0.359 0.335 0.287 0.309


[3]
# C26H57BrN13O7P4S

3 unconnected molecules or ions with the total composition C26H57BrN13O7P4S in a non-equilibrium geometry (ωB97M-V/def2-TZVPD, the OMol25 dataset).

Geometry as ORCA input:
```
! RIJCOSX wB97M-V def2-TZVPD def2/J DEFGRID3
* xyz 1 1
C 0.2088 -5.7943 4.2214
C -0.2618 -4.7821 3.7782
N -0.5810 -3.6689 3.0383
C -1.6194 -3.3298 2.2225
N -2.6688 -4.0921 1.9345
Br -3.8983 -3.3244 0.7315
P -3.0338 -5.7277 2.4948
P -5.1823 -6.1177 2.3872
O -5.3936 -7.2094 3.3589
O -6.0264 -4.7846 2.8501
O -5.6120 -6.6435 0.8904
N -1.4516 -2.0903 1.6698
C -0.2469 -1.6985 2.1981
C 0.1977 -0.3375 1.7073
C -0.7282 0.7261 2.4468
N -1.7624 1.2597 1.5601
C -2.9628 1.6795 2.3325
C -3.9461 0.5151 2.5878
C -1.2524 2.5223 0.9836
C -1.1309 2.5247 -0.5486
O -0.9949 3.4675 1.6710
N 0.3004 -2.6050 3.0295
C 1.5905 -2.4982 3.7173
C 1.9085 -1.0741 4.2649
S 3.4576 -0.3334 3.6302
C 3.7858 -0.9825 2.0170
N 5.0057 -1.1347 1.4860
N 4.9340 -1.6362 0.2668
C 3.6441 -1.8456 -0.0159
O 2.9421 -1.4554 1.0710
H 0.5120 -6.7659 4.5866
H -2.7921 -5.8118 3.9002
H -6.4104 -4.3091 2.0998
H -6.2528 -6.0183 0.5193
H 0.0079 -0.1999 0.6318
H 1.2261 -0.0660 1.9745
H -1.2378 0.2053 3.2819
H -0.1081 1.5085 2.9350
H -2.7164 2.2150 3.2675
H -3.4954 2.4160 1.6996
H -4.6700 0.8285 3.3661
H -3.4509 -0.4013 2.9559
H -4.5543 0.2946 1.6921
H -0.8534 3.5293 -0.8911
H -2.1247 2.2392 -0.9410
H -0.3683 1.7707 -0.8099
H 2.3578 -2.8646 3.0092
H 1.6719 -3.1848 4.5779
H 1.0690 -0.3673 4.1365
H 2.0435 -1.1376 5.3601
H 3.2482 -2.2416 -0.9454
O 6.8270 1.8569 -3.0114
P 7.7626 1.7095 -1.8134
N 6.8416 2.6649 -0.7135
C 7.3137 3.7085 0.1706
C 5.5274 2.1692 -0.3337
N 9.0877 2.5670 -2.5383
C 9.2326 4.0029 -2.4013
C 9.3501 2.1841 -3.9235
N 8.8296 1.2027 -0.5277
C 8.2833 0.2989 0.4844
C 10.2389 1.5009 -0.3472
H 8.1546 3.3973 0.8029
H 6.5275 4.0351 0.8535
H 7.5960 4.6040 -0.3835
H 5.5874 1.5266 0.5563
H 5.0743 1.5833 -1.1367
H 4.8392 2.9931 -0.1242
H 8.3422 4.5456 -2.7489
H 10.0910 4.3558 -2.9769
H 9.4499 4.2787 -1.3682
H 8.6713 2.6826 -4.6253
H 9.2390 1.1068 -4.0577
H 10.3769 2.4386 -4.1995
H 8.0152 0.8536 1.3916
H 8.9852 -0.4911 0.7577
H 7.3863 -0.2020 0.1184
H 10.3757 2.4989 0.0783
H 10.8035 1.4281 -1.2726
H 10.7104 0.7914 0.3391
O -4.9513 -0.0811 -1.0385
P -5.6845 0.3313 -2.3187
N -6.6838 1.5332 -1.6044
C -8.1098 1.7327 -1.7649
C -6.0100 2.7093 -1.0641
N -6.4751 -1.2056 -2.5355
C -7.7719 -1.4865 -1.9516
C -5.5953 -2.3396 -2.3313
N -6.1822 0.7782 -3.9262
C -5.7270 2.0721 -4.4311
C -6.9419 0.0052 -4.8940
H -8.4274 1.7895 -2.8128
H -8.4335 2.6652 -1.3013
H -8.6812 0.9535 -1.2602
H -5.9152 3.5006 -1.8185
H -5.0049 2.4592 -0.7164
H -6.5442 3.1151 -0.2021
H -7.7784 -1.3319 -0.8626
H -8.0643 -2.5203 -2.1504
H -8.5499 -0.8779 -2.4123
H -5.4720 -2.5570 -1.2600
H -4.6065 -2.1497 -2.7512
H -5.9875 -3.2318 -2.8260
H -6.5248 2.8195 -4.3576
H -5.4011 2.0153 -5.4705
H -4.8721 2.4341 -3.8587
H -8.0114 0.0449 -4.6706
H -6.6259 -1.0332 -4.9410
H -6.8103 0.3957 -5.9065
*
```

As for the orbital gap: 5.429 eV. For the highest occupied orbital energy, the calculation gives -9.126 eV. As for the energy: -179608.222 eV.

Mulliken atomic charge list, values in e, 99 entries: 0.186 -0.511 0.143 0.771 -0.139 0.205 -0.134 0.845 -0.593 -0.443 -0.450 -0.433 -0.344 0.852 -1.484 0.541 -0.580 -0.691 0.561 -0.879 -0.531 -0.013 -0.931 -0.291 -0.107 0.216 -0.177 -0.401 -0.053 -0.065 0.425 0.095 0.310 0.323 0.494 -0.694 0.534 0.539 0.301 0.478 0.398 0.116 -0.036 0.369 0.023 0.290 0.468 0.467 0.143 0.453 0.466 -0.865 0.958 0.053 -1.004 -1.293 0.249 -1.135 -1.132 0.023 -1.096 -0.930 0.264 0.437 0.258 0.484 0.296 0.454 0.300 0.390 0.304 0.325 0.369 0.328 0.264 0.507 0.244 0.281 0.273 0.398 -0.665 0.825 0.076 -1.005 -0.935 0.180 -1.103 -0.955 0.026 -1.092 -0.880 0.277 0.450 0.263 0.327 0.088 0.467 0.282 0.376


[4]
# C26H58F5N5O8SSi2

A molecular structure, C26H58F5N5O8SSi2 in a non-equilibrium geometry (ωB97M-V/def2-TZVPD, the OMol25 dataset).

Geometry as ORCA input:
```
! RIJCOSX wB97M-V def2-TZVPD def2/J DEFGRID3
* xyz 0 1
C 7.6363 2.0378 -1.7855
C 6.4594 2.8394 -2.4474
S 6.6082 4.5918 -1.9544
C 5.2152 5.4487 -2.7739
Si 3.7313 5.7552 -1.6251
C 3.5175 4.4684 -0.2613
C 4.3709 4.7270 1.0441
O 5.5702 3.9480 1.0789
O 4.1337 7.2523 -0.8215
C 3.0774 7.6024 -0.1379
N 2.3144 7.7248 0.6794
O 2.3565 6.0899 -2.5358
Si 1.2632 4.8376 -2.8049
C 0.0676 4.7741 -1.3461
C -1.4633 4.7614 -1.6943
C -2.1740 3.3951 -1.4652
C -1.9390 2.7930 -0.0441
C -1.8998 2.3333 -2.5764
C 2.0101 3.1090 -3.0202
O 3.1525 3.0384 -3.9072
N 3.6168 1.7041 -3.8151
O 3.7492 1.2273 -4.8714
C 0.3832 5.2614 -4.4836
F -0.2901 6.4456 -4.3308
F -0.4878 4.2814 -4.8672
C 1.3426 5.4794 -5.6929
F 1.7834 4.3391 -6.2134
F 0.6059 6.0479 -6.6803
F 2.3387 6.3148 -5.4549
H 7.6866 1.0764 -2.3261
H 8.5971 2.5767 -1.8448
H 7.3464 1.8903 -0.7290
H 5.5363 2.4500 -1.9793
H 6.4790 2.7123 -3.5415
H 5.5937 6.4656 -3.0218
H 4.9144 5.0048 -3.7394
H 3.9043 3.5052 -0.6616
H 2.4788 4.3087 0.0758
H 4.5530 5.7958 1.2493
H 3.7596 4.3555 1.8915
H 6.2716 4.5782 0.8566
H 0.3512 3.9080 -0.7182
H 0.2597 5.6927 -0.7528
H -1.9509 5.4753 -0.9978
H -1.7181 5.1111 -2.7091
H -3.2633 3.6108 -1.5198
H -2.7108 2.0254 0.1468
H -0.9807 2.2356 -0.1007
H -1.8849 3.5636 0.7424
H -1.9096 1.3233 -2.1135
H -2.7173 2.3199 -3.3228
H -0.9355 2.4662 -3.0945
H 2.2572 2.5948 -2.0655
H 1.2100 2.4786 -3.4794
C -1.6646 -2.3995 3.8125
C -2.8978 -2.0914 2.9710
C -2.5688 -1.6933 1.5226
O -2.0896 -0.3645 1.3712
C -0.7072 -0.2062 1.6390
N -3.6926 -1.0623 3.6522
H -1.1310 -1.4992 4.1196
H -1.9526 -2.9249 4.7248
H -0.9676 -3.0405 3.2668
H -3.4953 -3.0079 2.9263
H -3.4973 -1.7344 0.9449
H -1.8805 -2.4089 1.0560
H -0.1247 -1.0808 1.3361
H -0.5499 0.0067 2.6986
H -0.3551 0.6568 1.0752
H -4.5611 -0.9265 3.1405
H -3.2041 -0.1765 3.5370
C -4.6303 -7.0774 7.2475
C -5.0424 -6.5299 5.8846
C -4.0208 -6.8203 4.7710
O -2.8708 -5.9907 4.7964
C -1.8639 -6.4020 5.7048
N -5.3154 -5.0942 6.0129
H -3.8543 -6.4752 7.7209
H -5.4853 -7.0838 7.9253
H -4.2645 -8.1038 7.1646
H -5.9756 -7.0290 5.6046
H -4.5048 -6.6156 3.8112
H -3.7331 -7.8794 4.7555
H -1.8040 -7.4908 5.7845
H -2.0302 -5.9589 6.6888
H -0.9091 -6.0270 5.3334
H -5.6822 -4.7487 5.1293
H -4.4186 -4.6203 6.1024
C -0.9804 -6.1817 -3.3036
C -0.9095 -4.6660 -3.1466
C -0.3060 -4.2142 -1.8054
O -1.1857 -4.3236 -0.6980
C -1.2601 -5.6188 -0.1256
N -2.2477 -4.1036 -3.3578
H -1.7906 -6.6231 -2.7226
H -1.1581 -6.4446 -4.3476
H -0.0432 -6.6528 -2.9975
H -0.2543 -4.2896 -3.9387
H -0.0722 -3.1481 -1.8859
H 0.6421 -4.7264 -1.5980
H -0.3002 -6.1405 -0.1668
H -2.0346 -6.2114 -0.6166
H -1.5489 -5.5034 0.9205
H -2.1826 -3.0885 -3.3486
H -2.8004 -4.3169 -2.5297
*
```

As for the orbital gap: 8.330 eV. For the highest occupied orbital energy, the calculation gives -8.869 eV. As for the energy: -91909.743 eV.

Mulliken atomic charge list, values in e, 99 entries: -1.236 0.031 -0.171 -0.545 0.280 0.260 -0.846 -0.499 -0.525 0.400 -0.462 -0.963 0.362 0.014 -1.072 0.612 -1.293 -1.082 -0.747 -0.210 0.212 -0.351 0.693 -0.293 -0.274 0.556 -0.240 -0.287 -0.197 0.371 0.320 0.288 0.115 0.378 0.479 0.272 0.165 0.111 0.271 0.361 0.354 -0.070 0.379 0.494 0.332 0.449 0.499 -0.079 0.335 0.317 0.313 0.072 0.590 0.719 -1.421 0.463 -0.579 -0.236 -0.457 -0.774 0.337 0.274 0.308 0.398 0.363 0.202 0.288 0.234 0.007 0.294 0.321 -1.419 0.325 -0.778 -0.146 -0.847 -0.723 0.278 0.362 0.344 0.409 0.313 0.414 0.371 0.267 0.245 0.274 0.323 -1.397 0.352 -0.779 -0.201 -0.689 -0.736 0.285 0.357 0.341 0.410 0.327